--- a ---
63
Properties=species:S:1:pos:R:3 method="wB97M-V/def2-TZVPD" homo_ev=-7.9 gap_ev=7.6
C -0.038 1.912 0.065
N -1.360 2.448 -0.217
C -1.640 3.730 0.459
C -1.481 2.353 -1.687
C 0.123 1.124 1.482
C -0.182 -0.294 0.978
N 1.473 1.419 1.833
C 1.853 0.851 3.106
H 0.681 2.742 0.252
H 0.432 1.300 -0.701
H -2.691 3.595 0.727
H -0.990 3.919 1.305
H -1.625 4.542 -0.276
H -2.307 2.958 -2.065
H -0.559 2.622 -2.220
H -1.702 1.301 -1.851
H -0.716 1.487 2.034
H -1.106 -0.483 0.443
H 0.725 -0.661 0.494
H -0.240 -0.943 1.870
H 2.177 1.239 1.124
H 1.327 1.264 3.976
H 2.891 1.091 3.346
H 1.711 -0.201 3.411
H 1.223 3.609 3.917
H 1.087 3.231 2.490
O 0.536 3.469 3.259
H 2.423 1.676 -2.685
H 2.626 3.200 -2.780
O 2.044 2.505 -2.473
H -2.820 -4.295 -2.074
H -3.791 -3.221 -1.687
O -2.912 -3.535 -1.491
H 2.106 3.461 -0.378
H 2.309 4.864 0.040
O 2.108 4.004 0.421
H 2.027 -2.652 -3.398
H 2.782 -1.779 -2.666
O 2.049 -2.350 -2.479
H -3.230 -1.236 -4.063
H -2.117 -2.298 -4.378
O -2.985 -1.948 -4.628
H -1.453 -2.421 3.121
H -1.724 -2.033 4.557
O -1.158 -2.623 4.012
H 0.662 -0.658 -4.746
H 0.365 -1.975 -5.252
O 1.142 -1.411 -5.095
H -3.970 -2.759 1.553
H -3.146 -2.386 0.334
O -3.776 -3.050 0.640
H 2.322 -3.719 0.482
H 2.355 -2.784 -0.700
O 2.845 -3.021 0.103
H -1.416 -2.962 -2.402
H -0.055 -3.120 -3.173
O -0.843 -2.584 -3.133
H -0.724 0.464 3.700
H -2.053 0.893 3.225
O -1.592 0.088 3.531
H 2.856 -0.831 2.065
H 3.621 -2.201 2.031
O 3.721 -1.251 2.172


--- b ---
63
Properties=species:S:1:pos:R:3 method="wB97M-V/def2-TZVPD" homo_ev=-8.4 gap_ev=8.4
C -1.625 -0.509 1.358
C -0.489 0.117 0.574
N 0.552 0.464 1.659
C 0.255 1.834 2.008
C 2.132 -1.213 1.083
C 1.989 0.268 1.308
C 2.406 1.229 0.055
N 2.116 0.568 -1.253
H -2.062 0.047 2.246
H -1.261 -1.649 1.730
H -2.489 -0.686 0.734
H 0.074 -0.606 -0.050
H -0.821 0.981 0.082
H 0.654 2.609 1.275
H -0.782 1.931 2.422
H 0.793 2.204 2.999
H 1.705 -1.891 1.872
H 3.146 -1.496 1.116
H 1.616 -1.576 0.265
H 2.583 0.465 2.231
H 3.458 1.234 0.188
H 1.704 2.139 0.111
H 1.107 0.669 -1.365
H 2.411 -0.341 -1.097
H 1.462 2.648 -3.519
H 0.186 1.736 -3.772
O 0.470 2.702 -3.849
H -3.782 -1.428 -1.527
H -3.807 -3.018 -0.987
O -3.587 -2.358 -1.704
H -3.812 1.238 -1.746
H -2.672 0.301 -2.416
O -3.322 0.357 -1.650
H -0.885 4.765 -2.030
H -0.272 3.394 -2.635
O -0.827 3.847 -1.786
H 1.157 -1.353 3.428
H 0.832 -2.287 4.409
O 0.437 -1.671 3.810
H 3.248 1.411 -3.383
H 3.555 2.666 -2.660
O 3.110 2.343 -3.440
H -0.916 -0.608 -2.452
H -0.850 0.066 -3.891
O -1.004 0.164 -3.032
H -3.089 3.122 -0.564
H -2.361 3.140 -1.883
O -3.193 2.844 -1.427
H -1.443 -4.587 0.881
H -0.668 -4.689 -0.523
O -1.459 -4.350 -0.136
H -1.838 -2.532 -1.864
H -0.864 -2.495 -0.752
O -0.924 -2.348 -1.750
H 2.690 -3.725 -2.049
H 1.301 -2.776 -1.969
O 2.152 -3.038 -1.471
H 2.642 0.563 3.926
H 1.565 -0.052 4.827
O 2.477 0.028 4.587
H -1.051 -0.119 4.977
H -1.856 -0.482 3.804
O -1.977 -0.213 4.668


Verdict on stability: b comes out at the bottom.